P) The following is a DFT calculation (ωB97M-V/def2-TZVPD) of 12 unconnected molecules or ions with the total composition C42H115N7O19.

Element x y z (Å)
1 C -6.22 8.38 -15.83
2 O -6.02 7.70 -17.06
3 C -5.64 6.38 -16.96
4 C -4.27 6.10 -16.34
5 N -3.31 7.18 -16.64
6 C -1.95 6.71 -16.84
7 C -1.70 6.12 -18.22
8 O -0.43 5.52 -18.23
9 C 0.03 5.07 -19.47
10 H -6.89 9.23 -15.98
11 H -5.26 8.72 -15.44
12 H -6.61 7.66 -15.11
13 H -5.68 5.96 -17.98
14 H -6.36 5.69 -16.48
15 H -3.91 5.15 -16.75
16 H -4.38 5.99 -15.26
17 H -3.71 7.70 -17.40
18 H -1.82 5.91 -16.10
19 H -1.21 7.46 -16.56
20 H -1.74 6.91 -18.98
21 H -2.52 5.42 -18.43
22 H 0.13 5.91 -20.16
23 H -0.54 4.26 -19.95
24 H 1.01 4.61 -19.30
25 C 8.33 5.97 -17.96
26 O 9.65 5.56 -18.30
27 C 9.74 4.25 -18.81
28 C 9.39 4.11 -20.28
29 N 9.65 2.74 -20.70
30 C 9.66 2.43 -22.14
31 C 8.53 3.07 -22.93
32 O 8.93 4.33 -23.40
33 C 8.34 4.78 -24.58
34 H 8.41 6.65 -17.11
35 H 7.72 5.15 -17.57
36 H 7.88 6.39 -18.86
37 H 9.09 3.58 -18.23
38 H 10.77 3.95 -18.63
39 H 9.72 4.90 -20.97
40 H 8.31 4.15 -20.48
41 H 10.52 2.34 -20.36
42 H 9.80 1.35 -22.22
43 H 10.63 2.78 -22.54
44 H 7.66 3.02 -22.26
45 H 8.45 2.46 -23.84
46 H 8.72 4.24 -25.46
47 H 8.46 5.85 -24.71
48 H 7.26 4.55 -24.66
49 C -3.92 -0.57 -25.18
50 O -4.31 -0.90 -26.51
51 C -3.55 -1.98 -27.09
52 C -4.47 -3.16 -27.37
53 N -5.26 -3.49 -26.18
54 C -6.46 -4.25 -26.53
55 C -7.50 -4.26 -25.46
56 O -8.13 -2.99 -25.36
57 C -7.77 -2.18 -24.25
58 H -2.84 -0.41 -25.12
59 H -4.13 -1.40 -24.50
60 H -4.56 0.24 -24.87
61 H -2.75 -2.25 -26.40
62 H -3.08 -1.61 -28.00
63 H -3.72 -3.96 -27.48
64 H -5.05 -3.04 -28.30
65 H -5.46 -2.53 -25.87
66 H -6.06 -5.24 -26.76
67 H -6.93 -3.90 -27.46
68 H -7.10 -4.55 -24.48
69 H -8.32 -4.94 -25.69
70 H -8.36 -1.27 -24.20
71 H -6.72 -1.89 -24.41
72 H -7.82 -2.71 -23.30
73 C 4.78 1.18 -22.28
74 O 3.38 1.26 -22.11
75 C 2.99 0.97 -20.77
76 C 1.76 1.71 -20.34
77 N 0.50 0.97 -20.61
78 C 0.17 1.07 -22.04
79 C -0.94 0.14 -22.45
80 O -0.56 -1.20 -22.22
81 C -1.55 -2.14 -22.57
82 H 5.11 0.18 -21.98
83 H 5.29 1.89 -21.63
84 H 5.03 1.36 -23.32
85 H 3.83 1.23 -20.11
86 H 3.05 -0.11 -20.60
87 H 1.74 2.69 -20.83
88 H 1.79 1.87 -19.26
89 H -0.18 1.45 -20.03
90 H 1.06 0.77 -22.60
91 H -0.13 2.11 -22.22
92 H -1.21 0.36 -23.49
93 H -1.85 0.27 -21.85
94 H -2.51 -1.82 -22.17
95 H -1.29 -3.10 -22.12
96 H -1.55 -2.32 -23.65
97 C -6.06 -8.72 -19.20
98 O -5.41 -8.41 -18.01
99 C -5.16 -7.04 -17.82
100 C -4.61 -6.87 -16.42
101 N -3.89 -5.65 -16.15
102 C -2.50 -5.49 -16.44
103 C -2.12 -4.03 -16.70
104 O -2.86 -3.48 -17.79
105 C -2.44 -3.97 -19.04
106 H -5.40 -8.75 -20.09
107 H -6.85 -8.01 -19.45
108 H -6.52 -9.71 -19.17
109 H -6.07 -6.46 -18.01
110 H -4.39 -6.71 -18.54
111 H -3.93 -7.70 -16.21
112 H -5.46 -6.90 -15.73
113 H -4.40 -4.78 -16.18
114 H -2.13 -6.03 -17.33
115 H -1.85 -5.77 -15.60
116 H -1.04 -4.01 -16.86
117 H -2.39 -3.43 -15.83
118 H -3.09 -4.77 -19.43
119 H -1.41 -4.31 -19.08
120 H -2.72 -3.23 -19.80
121 C 5.17 0.46 -26.49
122 O 4.62 0.89 -27.70
123 C 5.06 2.15 -28.14
124 C 5.05 2.21 -29.67
125 N 5.81 1.04 -30.13
126 C 5.91 0.99 -31.57
127 C 7.04 0.08 -32.02
128 O 6.74 -0.39 -33.34
129 C 7.87 -0.97 -33.95
130 H 6.16 0.01 -26.59
131 H 4.50 -0.29 -26.06
132 H 5.15 1.19 -25.67
133 H 6.02 2.49 -27.74
134 H 4.43 2.95 -27.72
135 H 5.47 3.12 -30.08
136 H 4.00 2.18 -30.00
137 H 5.50 0.18 -29.70
138 H 6.11 2.00 -31.95
139 H 4.99 0.73 -32.13
140 H 7.23 -0.79 -31.38
141 H 7.95 0.68 -32.07
142 H 8.64 -1.36 -33.28
143 H 8.35 -0.29 -34.66
144 H 7.52 -1.79 -34.59
145 C 0.69 -9.67 -20.22
146 O 0.31 -10.22 -21.47
147 C -1.04 -10.65 -21.37
148 C -1.70 -10.30 -22.73
149 N -1.53 -8.91 -23.11
150 C -2.49 -8.00 -22.50
151 C -1.89 -6.60 -22.54
152 O -0.72 -6.58 -21.76
153 C -0.07 -5.35 -21.84
154 H 0.58 -10.38 -19.40
155 H 0.16 -8.75 -19.94
156 H 1.76 -9.45 -20.12
157 H -1.66 -10.30 -20.54
158 H -1.11 -11.74 -21.30
159 H -2.75 -10.58 -22.83
160 H -1.21 -10.88 -23.52
161 H -0.60 -8.63 -22.82
162 H -2.71 -8.17 -21.43
163 H -3.43 -8.04 -23.06
164 H -2.61 -5.86 -22.17
165 H -1.74 -6.34 -23.60
166 H 0.20 -5.12 -22.87
167 H 0.87 -5.36 -21.27
168 H -0.53 -4.51 -21.30
169 O -1.78 -0.76 -18.21
170 H -2.11 -1.67 -18.14
171 H -0.83 -0.86 -18.45
172 O -1.90 2.00 -18.67
173 H -1.78 2.50 -17.86
174 H -2.07 1.08 -18.37
175 O -3.85 -4.09 -23.45
176 H -3.59 -5.01 -23.34
177 H -3.87 -3.95 -24.41
178 O 0.50 -1.59 -19.41
179 H 0.35 -0.77 -19.95
180 H 1.15 -2.09 -19.90
181 O -5.34 -2.14 -21.66
182 H -4.75 -2.52 -22.32
183 H -5.54 -2.87 -21.07

Computed properties:
- charge = 0
- structure (SMILES) = COCCNCCOC.COCCNCCOC.COCCNCCOC.COCCNCCOC.COCCNCCOC.COCCNCCOC.COCCNCCOC.O.O.O.O.O

---

Q) The following is a DFT calculation (ωB97M-V/def2-TZVPD) of 12 unconnected molecules or ions with the total composition C42H115N7O19.

Element x y z (Å)
1 C 3.04 -2.35 -3.32
2 O 2.09 -2.76 -2.37
3 C 0.76 -2.76 -2.84
4 C -0.13 -3.35 -1.77
5 N -0.07 -2.47 -0.61
6 C -0.63 -2.98 0.64
7 C -0.57 -1.95 1.75
8 O -1.13 -0.77 1.23
9 C -1.06 0.39 2.04
10 H 2.66 -1.52 -3.91
11 H 3.42 -3.21 -3.89
12 H 3.95 -2.02 -2.82
13 H 0.64 -3.39 -3.73
14 H 0.38 -1.73 -2.95
15 H 0.33 -4.32 -1.57
16 H -1.17 -3.39 -2.09
17 H 0.80 -1.99 -0.45
18 H -0.14 -3.89 1.01
19 H -1.64 -3.35 0.40
20 H 0.44 -1.95 2.18
21 H -1.17 -2.29 2.62
22 H -1.31 1.21 1.36
23 H -0.11 0.43 2.57
24 H -1.88 0.46 2.77
25 C -3.89 -1.51 4.30
26 O -5.02 -0.67 4.36
27 C -4.75 0.66 3.99
28 C -6.04 1.48 3.84
29 N -6.72 1.45 5.13
30 C -8.10 1.96 5.09
31 C -9.06 1.19 4.22
32 O -9.10 -0.15 4.64
33 C -10.31 -0.81 4.36
34 H -4.26 -2.54 4.32
35 H -3.30 -1.38 5.21
36 H -3.32 -1.43 3.37
37 H -4.34 0.64 2.97
38 H -3.99 1.18 4.58
39 H -6.67 1.15 3.01
40 H -5.65 2.48 3.62
41 H -6.83 0.45 5.32
42 H -8.04 3.02 4.80
43 H -8.54 2.05 6.08
44 H -9.02 1.31 3.13
45 H -10.01 1.74 4.38
46 H -11.12 -0.54 5.05
47 H -10.05 -1.85 4.60
48 H -10.72 -0.62 3.36
49 C 0.01 1.58 4.44
50 O 0.53 2.74 5.08
51 C 0.75 2.42 6.45
52 C 1.28 3.61 7.26
53 N 2.70 3.89 7.08
54 C 3.14 4.91 8.01
55 C 2.48 6.30 7.88
56 O 2.52 6.76 6.54
57 C 3.76 7.34 6.18
58 H -0.71 0.93 4.95
59 H 0.87 0.97 4.14
60 H -0.48 1.91 3.51
61 H 1.42 1.56 6.50
62 H -0.17 2.10 6.97
63 H 1.20 3.35 8.32
64 H 0.64 4.47 7.03
65 H 2.95 4.05 6.11
66 H 4.20 5.13 7.85
67 H 3.02 4.56 9.04
68 H 3.05 6.98 8.53
69 H 1.46 6.31 8.27
70 H 3.58 7.84 5.23
71 H 4.58 6.65 5.96
72 H 4.12 8.12 6.85
73 C 2.10 -5.25 1.82
74 O 2.35 -3.86 1.78
75 C 3.23 -3.52 0.72
76 C 3.44 -2.02 0.58
77 N 3.97 -1.46 1.83
78 C 3.94 0.02 1.88
79 C 3.34 0.46 3.23
80 O 4.09 -0.01 4.31
81 C 3.68 0.51 5.54
82 H 1.75 -5.62 2.78
83 H 3.03 -5.80 1.59
84 H 1.40 -5.48 1.01
85 H 2.81 -3.85 -0.23
86 H 4.24 -3.90 0.87
87 H 2.56 -1.46 0.25
88 H 4.21 -1.86 -0.18
89 H 3.48 -1.75 2.66
90 H 3.25 0.37 1.11
91 H 4.97 0.36 1.78
92 H 2.32 0.05 3.21
93 H 3.19 1.55 3.25
94 H 4.21 1.39 5.92
95 H 3.86 -0.26 6.30
96 H 2.60 0.72 5.55
97 C 1.28 0.77 -1.49
98 O 2.33 1.41 -0.80
99 C 1.97 2.67 -0.28
100 C 3.27 3.33 0.22
101 N 3.08 4.44 1.11
102 C 2.57 4.17 2.43
103 C 2.42 5.48 3.21
104 O 1.37 6.26 2.67
105 C 1.16 7.41 3.48
106 H 0.77 1.38 -2.25
107 H 0.50 0.58 -0.73
108 H 1.57 -0.13 -2.01
109 H 1.36 2.52 0.62
110 H 1.52 3.27 -1.08
111 H 3.75 3.54 -0.74
112 H 3.89 2.55 0.66
113 H 2.47 5.16 0.74
114 H 3.19 3.52 3.06
115 H 1.59 3.68 2.60
116 H 3.41 5.94 3.21
117 H 2.16 5.25 4.25
118 H 0.55 7.11 4.35
119 H 0.59 8.05 2.80
120 H 2.06 7.91 3.82
121 C 5.08 1.15 -6.91
122 O 4.31 0.10 -6.39
123 C 3.07 -0.14 -7.04
124 C 2.71 -1.60 -7.21
125 N 3.25 -2.30 -8.34
126 C 4.72 -2.38 -8.31
127 C 5.23 -3.20 -9.47
128 O 4.60 -4.48 -9.44
129 C 5.35 -5.48 -10.05
130 H 5.21 1.05 -7.99
131 H 6.06 0.99 -6.47
132 H 4.80 2.18 -6.66
133 H 3.17 0.24 -8.07
134 H 2.26 0.40 -6.55
135 H 1.62 -1.72 -7.22
136 H 2.92 -2.10 -6.24
137 H 2.89 -3.24 -8.41
138 H 5.04 -2.96 -7.43
139 H 5.18 -1.41 -8.16
140 H 6.31 -3.34 -9.34
141 H 5.04 -2.71 -10.43
142 H 4.83 -6.44 -9.93
143 H 6.35 -5.68 -9.65
144 H 5.40 -5.38 -11.14
145 C -6.44 -4.12 -6.18
146 O -5.40 -3.29 -5.70
147 C -4.13 -3.91 -5.90
148 C -3.08 -3.15 -5.12
149 N -3.03 -1.77 -5.64
150 C -2.26 -0.95 -4.70
151 C -1.99 0.47 -5.20
152 O -3.19 1.21 -5.30
153 C -3.02 2.54 -5.70
154 H -6.35 -5.13 -5.77
155 H -6.60 -4.12 -7.26
156 H -7.34 -3.75 -5.69
157 H -3.87 -4.05 -6.95
158 H -4.16 -4.94 -5.50
159 H -2.10 -3.60 -5.30
160 H -3.24 -3.14 -4.04
161 H -3.94 -1.48 -5.96
162 H -1.29 -1.46 -4.73
163 H -2.62 -1.05 -3.68
164 H -1.64 0.33 -6.22
165 H -1.21 0.91 -4.58
166 H -3.96 3.10 -5.68
167 H -2.72 2.60 -6.75
168 H -2.26 3.02 -5.08
169 O -3.21 1.63 -1.22
170 H -2.81 2.47 -0.98
171 H -4.00 1.87 -1.73
172 O 1.96 -2.49 4.04
173 H 2.02 -2.96 3.17
174 H 2.02 -3.18 4.71
175 O -3.07 -6.33 -2.75
176 H -3.00 -5.44 -2.37
177 H -2.42 -6.85 -2.26
178 O -3.73 -3.90 -1.17
179 H -3.51 -2.98 -1.38
180 H -4.65 -3.88 -0.90
181 O -2.82 -1.27 -1.29
182 H -2.78 -0.32 -1.10
183 H -2.00 -1.62 -0.90

Computed properties:
- charge = 0
- structure (SMILES) = COCCNCCOC.COCCNCCOC.COCCNCCOC.COCCNCCOC.COCCNCCOC.COCCNCCOC.COCCNCCOC.O.O.O.O.O

---

According to the calculations, the structures order from most to least stable as Q), P).

---

P) The following is a DFT calculation (ωB97M-V/def2-TZVPD) of C3H4INS in the gas phase.

Element x y z (Å)
1 C 0.17 -1.00 0.19
2 C -1.33 0.42 -0.61
3 C 0.98 0.24 0.55
4 N -0.91 -0.89 -0.45
5 S 0.07 1.62 -0.06
6 I 3.02 -0.17 -0.06
7 H 0.73 -1.88 0.32
8 H -1.65 0.85 -1.58
9 H -2.11 0.50 0.08
10 H 1.02 0.29 1.62

Computed properties:
- charge = 0
- structure (SMILES) = I[C@@H]1C=NCS1

---

Q) The following is a DFT calculation (ωB97M-V/def2-TZVPD) of C3H4INS in the gas phase.

Element x y z (Å)
1 C 0.41 0.00 1.53
2 C -1.45 -0.20 -0.54
3 C 1.11 0.54 -0.56
4 N 1.17 0.63 0.72
5 S -1.01 -0.81 1.01
6 I 2.01 -1.09 -1.54
7 H 0.42 0.02 2.58
8 H -2.40 0.46 -0.62
9 H -1.46 -0.90 -1.45
10 H 1.20 1.35 -1.14

Computed properties:
- charge = 0

---

According to the calculations, the structures order from most to least stable as P), Q).

---

P) The following is a DFT calculation (ωB97M-V/def2-TZVPD) of 2 unconnected molecules or ions with the total composition C3H10NS.

Element x y z (Å)
1 C -0.76 -0.77 2.81
2 S 0.66 -1.23 1.76
3 H -1.19 -1.67 3.31
4 H -0.46 0.00 3.55
5 H -1.52 -0.58 2.10
6 C -0.72 -0.23 -1.42
7 N 0.20 0.67 -0.68
8 C 1.33 1.09 -1.56
9 H -1.86 0.17 -1.21
10 H -0.63 -0.12 -2.45
11 H -0.56 -1.15 -0.93
12 H 0.46 0.14 0.19
13 H 2.19 0.38 -1.78
14 H 1.87 1.92 -1.14
15 H 0.99 1.41 -2.54

Computed properties:
- charge = -1

---

Q) The following is a DFT calculation (ωB97M-V/def2-TZVPD) of 2 unconnected molecules or ions with the total composition C3H10NS.

Element x y z (Å)
1 C -2.54 1.32 0.43
2 S -2.68 -0.23 -0.50
3 H -1.49 1.52 0.69
4 H -2.93 2.18 -0.11
5 H -3.00 1.32 1.46
6 C 1.93 0.33 0.03
7 C 1.28 -0.88 -0.78
8 N 0.56 -1.85 0.16
9 H 1.48 0.36 1.00
10 H 2.95 -0.02 0.06
11 H 1.75 1.29 -0.56
12 H 0.57 -0.52 -1.54
13 H 2.03 -1.53 -1.19
14 H 0.46 -1.28 0.99
15 H -0.39 -2.01 -0.15

Computed properties:
- charge = -1

---

According to the calculations, the structures order from most to least stable as Q), P).